{"formula": "C13H25BiO", "method": "wB97M-V/def2-TZVPD", "symbols": ["C", "H", "H", "H", "C", "H", "H", "C", "H", "H", "H", "C", "C", "C", "C", "C", "C", "C", "C", "C", "C", "Bi", "H", "H", "H", "H", "H", "H", "H", "H", "H", "H", "H", "H", "H", "H", "H", "O", "H", "H"], "xyz": [[-0.989763, -0.508095, -2.284452], [-2.078458, -0.581077, -2.370127], [-0.656950, 0.409543, -2.779111], [-1.977364, 1.214666, 0.265663], [-0.268152, -1.784422, -2.729430], [0.742204, -1.834371, -2.295293], [-0.823337, -2.645297, -2.333848], [-0.157947, -1.963289, -4.246917], [0.314995, -2.917489, -4.498650], [-1.149654, -1.957366, -4.706262], [0.455919, -1.183272, -4.702320], [1.842056, 0.645678, 1.467878], [2.455990, 0.015925, 0.353100], [2.168760, 0.780731, -0.811744], [1.334187, 1.879391, -0.424883], [1.151042, 1.801919, 1.003603], [0.507816, 2.827727, 1.859222], [0.932271, 3.014934, -1.291677], [2.678916, 0.530683, -2.186199], [3.241526, -1.242539, 0.408749], [1.923016, 0.197558, 2.877764], [-0.769601, -0.001628, -0.101431], [0.056938, 3.546926, -0.897029], [1.747414, 3.753934, -1.364308], [0.710143, 2.689983, -2.317671], [-0.187570, 3.463368, 1.298155], [-0.040026, 2.379145, 2.699597], [1.269625, 3.494927, 2.297151], [2.007382, -0.894094, 2.944874], [2.799017, 0.624026, 3.392408], [1.037725, 0.496500, 3.453624], [3.312843, -1.713054, -0.579418], [4.271539, -1.072668, 0.760973], [2.784242, -1.968814, 1.097233], [1.945018, 0.802779, -2.962284], [3.588201, 1.122511, -2.393932], [2.951073, -0.525366, -2.325942], [-1.039818, -1.812071, 2.172070], [-1.146636, -2.735468, 1.896202], [-1.903167, -1.587223, 2.547430]], "atomic_forces_ev_per_a": [[-0.217, 0.291, -0.387], [0.066, 0.112, -0.252], [-0.105, -0.108, -0.229], [-0.451, 0.396, -0.397], [0.129, -0.306, 0.484], [-0.160, 0.019, -0.017], [0.181, 0.140, 0.063], [-0.114, 0.188, -0.074], [-0.111, 0.096, 0.214], [0.140, 0.072, -0.032], [-0.139, 0.071, 0.003], [0.789, -1.240, 0.746], [0.469, -0.395, -0.071], [0.629, -0.212, -0.273], [-0.390, 0.552, 0.645], [-0.706, 1.453, -1.134], [-0.339, 0.063, 0.063], [-0.249, 0.251, -0.277], [-0.154, -0.330, -0.125], [-0.030, -0.295, -0.165], [-0.338, -0.237, 0.032], [0.709, -0.936, 0.849], [0.241, -0.143, -0.113], [-0.116, -0.211, 0.043], [0.082, 0.094, 0.251], [0.215, -0.151, 0.097], [0.206, 0.086, -0.168], [-0.071, -0.200, -0.101], [0.097, 0.251, -0.052], [-0.072, 0.001, -0.205], [0.241, 0.038, -0.170], [0.032, 0.131, 0.258], [-0.243, 0.070, -0.033], [0.137, 0.253, -0.124], [0.211, 0.013, 0.317], [-0.239, -0.064, 0.183], [-0.029, 0.351, 0.053], [-0.515, -0.079, -0.397], [0.118, 0.025, 0.213], [0.096, -0.108, 0.283]], "charge": 2, "e_homo_ev": [-15.854, -15.792], "e_tot_ev": -21754.1518, "relative_energy_kcal_mol": 57.54}